1.
{
  "formula": "C5H6O",
  "method": "the ωB97M-V functional and the def2-TZVPD basis",
  "de_lowest_kj_mol": 778.8,
  "total_energy_ev": -7321.212,
  "species": ["C", "C", "C", "O", "C", "C", "H", "H", "H", "H", "H", "H"],
  "xyz": [[-0.76271, -0.65366, -0.73821], [0.55149, -1.21183, 0.90291], [0.79138, 0.54192, -0.43314], [-0.17832, 1.46509, -0.76070], [-0.92989, 0.57849, 0.14159], [0.37492, 0.27491, 0.96356], [-1.23822, -1.59671, -0.46891], [-0.89239, -0.41722, -1.79828], [1.65148, -1.39324, 0.86203], [1.74753, 0.51787, -0.95413], [-1.86916, 0.99550, 0.50419], [0.75390, 0.89887, 1.77909]],
  "forces_ev_per_angstrom": [[-0.2938, -0.0753, -0.0351], [0.1564, 0.2859, -0.0380], [0.4086, -0.1172, -0.1786], [0.1070, 0.0547, 0.0144], [-0.4321, -0.0184, 0.1862], [0.0177, -0.0078, 0.0452], [0.2494, 0.2009, -0.0047], [0.1379, -0.0330, 0.1512], [-0.1827, -0.0018, -0.1155], [-0.1592, -0.0940, 0.1249], [0.0621, -0.0973, -0.0375], [-0.0714, -0.0967, -0.1125]],
  "mulliken_charge": [-0.65, -0.57, -0.34, -0.44, -0.15, 0.03, 0.36, 0.33, 0.14, 0.42, 0.48, 0.39]
}

---

2.
{
  "formula": "C2H2ClF",
  "method": "the ωB97M-V functional and the def2-TZVPD basis",
  "de_lowest_kj_mol": 191.8,
  "total_energy_ev": -17343.521,
  "species": ["C", "C", "F", "Cl", "H", "H"],
  "xyz": [[-0.89777, 0.39411, 0.83601], [-0.88857, 0.25346, -0.38283], [1.93942, -0.30441, 0.24143], [-0.75365, -0.07830, -2.07472], [-1.07231, 0.74240, 1.77165], [1.67288, -1.00727, -0.39155]],
  "forces_ev_per_angstrom": [[-0.0789, -0.6502, -5.4742], [0.1523, -0.2667, 0.8156], [-0.4749, -2.0661, -1.8162], [-0.1530, 0.4361, 2.3345], [-0.1760, 0.5274, 2.3146], [0.7305, 2.0193, 1.8257]],
  "mulliken_charge": [0.03, -0.33, -0.39, -0.11, 0.41, 0.39]
}

---

Repeat the first record exactly.
{
  "formula": "C5H6O",
  "method": "the ωB97M-V functional and the def2-TZVPD basis",
  "de_lowest_kj_mol": 778.8,
  "total_energy_ev": -7321.212,
  "species": ["C", "C", "C", "O", "C", "C", "H", "H", "H", "H", "H", "H"],
  "xyz": [[-0.76271, -0.65366, -0.73821], [0.55149, -1.21183, 0.90291], [0.79138, 0.54192, -0.43314], [-0.17832, 1.46509, -0.76070], [-0.92989, 0.57849, 0.14159], [0.37492, 0.27491, 0.96356], [-1.23822, -1.59671, -0.46891], [-0.89239, -0.41722, -1.79828], [1.65148, -1.39324, 0.86203], [1.74753, 0.51787, -0.95413], [-1.86916, 0.99550, 0.50419], [0.75390, 0.89887, 1.77909]],
  "forces_ev_per_angstrom": [[-0.2938, -0.0753, -0.0351], [0.1564, 0.2859, -0.0380], [0.4086, -0.1172, -0.1786], [0.1070, 0.0547, 0.0144], [-0.4321, -0.0184, 0.1862], [0.0177, -0.0078, 0.0452], [0.2494, 0.2009, -0.0047], [0.1379, -0.0330, 0.1512], [-0.1827, -0.0018, -0.1155], [-0.1592, -0.0940, 0.1249], [0.0621, -0.0973, -0.0375], [-0.0714, -0.0967, -0.1125]],
  "mulliken_charge": [-0.65, -0.57, -0.34, -0.44, -0.15, 0.03, 0.36, 0.33, 0.14, 0.42, 0.48, 0.39]
}